a.
The following is a quantum chemistry calculation of a molecular structure, C3H8N2O2, from OMol25.

Results
Highest occupied orbital energy (spin up / spin down) in eV: -13.5335 / -13.5335
Total charge: +1
Spin multiplicity: 2

CARTESIAN COORDINATES (ANGSTROEM)
C 1.07349 -2.40442 1.54478
N 2.14881 -3.13849 0.98636
C -1.49173 3.15807 -2.40678
O -1.78231 4.68422 -2.57823
O -0.89540 2.29578 -3.10850
C 0.79627 -0.88835 1.20278
N -0.51521 -0.28261 1.15904
H 1.74808 -2.43774 2.34349
H 0.09653 -2.79432 1.64144
H 1.85524 -3.61960 0.18339
H -1.80359 2.81698 -1.44782
H 1.55383 -0.16411 1.24939
H 0.52202 -0.91960 0.20349
H -0.91237 -0.14537 2.05237
H -2.39367 3.83957 -3.02520

Here are the Löwdin charges for atoms 1 to 5, given in e: atom 1 (C): -0.11, atom 2 (N): 0.34, atom 3 (C): -0.27, atom 4 (O): -0.03, atom 5 (O): 0.05


b.
The following is a quantum chemistry calculation of a gas-phase ion, C3H8N2O2 (charge +1), from OMol25.

Results
Highest occupied orbital energy (spin up / spin down) in eV: -14.8660 / -14.6640
Total charge: +1
Spin multiplicity: 2

CARTESIAN COORDINATES (ANGSTROEM)
O 0.67072 -1.75719 -0.77373
C -0.31457 -1.38805 -0.21060
N -0.75382 -2.07184 0.93139
C -1.07480 -0.08812 -0.55411
N -0.41023 0.90887 0.44163
C 0.80440 1.55184 0.01371
O 1.74980 0.56761 -0.29531
H -0.02854 -2.81351 0.99342
H -0.60717 -1.34837 1.64676
H -2.19993 -0.16609 -0.44818
H -0.62055 0.32063 -1.62448
H -0.92741 1.55465 1.18753
H 1.28196 2.04731 0.79118
H 0.65936 2.26481 -0.78670
H 1.77079 0.41745 -1.31248

Here are the Löwdin charges for atoms 1 to 5, given in e: atom 1 (O): 0.13, atom 2 (C): -0.53, atom 3 (N): 0.15, atom 4 (C): 0.02, atom 5 (N): 0.16


Least stable of them? a.


a.
The following is a quantum chemistry calculation of 6 unconnected molecules or ions with the total composition H12O5S, from OMol25.

Results
Highest occupied orbital energy in eV: -10.2413
Total charge: 0
Spin multiplicity: 1
SMILES: O.O.O.O.O.S

CARTESIAN COORDINATES (ANGSTROEM)
O 0.16740 -0.91475 -2.83137
H -0.11306 -1.79928 -3.10422
H -0.41471 -0.83232 -2.09487
O 1.63187 -5.95817 -0.94434
H 1.27250 -5.29075 -0.34828
H 0.90039 -6.59560 -1.07966
O -1.05683 2.14128 -0.29661
H -0.35844 1.95494 -0.96127
H -1.47424 2.93468 -0.58353
O 2.60421 4.61772 1.74972
H 1.87761 4.16355 2.19940
H 3.36685 4.10787 1.94060
O -1.60260 5.37196 1.43391
H -1.51864 5.33184 0.48705
H -2.50824 5.29888 1.72173
S -0.79907 -2.93240 0.52967
H -1.51017 -2.14343 -0.30565
H -0.77114 -1.93075 1.45340

Here are the Löwdin charges for atoms 1 to 5, given in e: atom 1 (O): -0.05, atom 2 (H): 0.04, atom 3 (H): -0.02, atom 4 (O): -0.08, atom 5 (H): 0.00


b.
The following is a quantum chemistry calculation of 7 unconnected molecules or ions with the total composition H12O5S, from OMol25.

Results
Highest occupied orbital energy in eV: -10.5407
Total charge: 0
Spin multiplicity: 1

CARTESIAN COORDINATES (ANGSTROEM)
S 1.13582 2.06212 0.17385
H 1.37766 0.98604 0.94340
H 0.34012 -0.25472 0.07534
H -0.04124 -2.65245 -2.60158
H -0.10032 -1.26218 -1.97622
O -0.24922 -2.20084 -1.77709
H 0.33248 -2.47533 -0.03129
H 0.27858 -1.90039 1.37316
O 0.53870 -2.70664 0.89577
H 0.09131 1.20241 -2.92738
H 0.47389 0.76887 -1.49107
O 0.16408 0.43340 -2.35482
H -1.13809 -0.38556 3.21466
H -0.96088 0.15060 1.78886
O -0.57162 -0.45335 2.44209
H -0.94458 1.15835 0.19235
H -2.09502 2.05033 0.68544
O -1.87595 1.13403 0.48634

Here are the Löwdin charges for atoms 1 to 5, given in e: atom 1 (S): 0.54, atom 2 (H): -0.28, atom 3 (H): 0.29, atom 4 (H): 0.06, atom 5 (H): -0.02


c.
The following is a quantum chemistry calculation of 6 unconnected molecules or ions with the total composition H12O5S, from OMol25.

Results
Highest occupied orbital energy in eV: -10.0472
Total charge: 0
Spin multiplicity: 1
SMILES: O.O.O.O.O.S

CARTESIAN COORDINATES (ANGSTROEM)
O -2.30105 -0.92433 -1.53311
H -2.03138 -0.71936 -0.61832
H -1.64022 -0.93218 -2.17692
O -1.24886 -3.34224 -1.11278
H -1.58960 -3.37678 -0.25825
H -1.70583 -2.77786 -1.69993
O -0.88329 -0.71382 1.22928
H -1.40000 0.03972 1.17386
H -0.16859 -0.64564 0.52467
O 0.77338 -0.50028 -4.14227
H 0.16323 -0.34627 -3.38294
H 0.39865 -1.27129 -4.60201
O 1.03459 2.43047 1.10885
H 0.98829 3.28908 0.58172
H 0.92469 2.83460 1.97069
S 2.65511 2.76351 4.36596
H 3.49973 2.17387 5.19509
H 2.53115 2.01883 3.37639

Here are the Löwdin charges for atoms 1 to 5, given in e: atom 1 (O): -0.03, atom 2 (H): 0.03, atom 3 (H): -0.01, atom 4 (O): -0.02, atom 5 (H): 0.00


Least stable of them? b.


a.
The following is a quantum chemistry calculation of a gas-phase ion, C4H8NOS (charge -1), from OMol25.

Results
Highest occupied orbital energy in eV: -2.6679
Total charge: -1
Spin multiplicity: 1
SMILES: CNC(=O)CC[S-]

CARTESIAN COORDINATES (ANGSTROEM)
C 0.04846 -1.16896 1.42684
N 0.59522 -1.47417 0.13565
C 0.43589 -0.70166 -0.99414
O 0.99921 -1.02293 -2.01256
C -0.44586 0.51815 -1.06949
C -0.10308 1.73915 -0.19063
S -1.38022 2.22239 1.05406
H -0.98178 -0.67686 1.43140
H 0.44488 -0.15806 1.63333
H 0.11185 -1.93918 2.16253
H 1.19515 -2.29167 0.08340
H -1.46955 0.16515 -0.87496
H -0.35803 0.79126 -2.20497
H 0.85973 1.41273 0.24996
H 0.04814 2.58465 -0.83043

Here are the Löwdin charges for atoms 1 to 5, given in e: atom 1 (C): -0.12, atom 2 (N): 0.00, atom 3 (C): -0.54, atom 4 (O): 0.00, atom 5 (C): -0.23


b.
The following is a quantum chemistry calculation of a gas-phase ion, C4H8NOS (charge -1), from OMol25.

Results
Highest occupied orbital energy in eV: -2.7864
Total charge: -1
Spin multiplicity: 1
SMILES: O=CNCCC[S-]

CARTESIAN COORDINATES (ANGSTROEM)
O 1.94194 -1.86754 2.06393
C 1.45823 -0.79656 1.73386
N 0.24635 -0.52728 1.21787
C 0.12424 0.77417 0.50905
C -0.93705 0.79923 -0.56595
C -0.68979 -0.13165 -1.74395
S -1.01524 -1.91203 -1.29541
H 2.08278 0.09668 1.93002
H -0.21430 -1.28952 0.66227
H -0.12146 1.50175 1.28970
H 1.09657 1.02035 0.07114
H -1.92461 0.54340 -0.16865
H -1.03728 1.81991 -0.95998
H -1.33712 -0.05227 -2.60526
H 0.32676 0.02134 -2.13863

Here are the Löwdin charges for atoms 1 to 5, given in e: atom 1 (O): -0.03, atom 2 (C): -0.42, atom 3 (N): 0.00, atom 4 (C): -0.24, atom 5 (C): -0.32


Least stable of them? a.


a.
The following is a quantum chemistry calculation of a single C3H6O2S2 molecule, from OMol25.

Results
Highest occupied orbital energy in eV: -10.0113
Total charge: 0
Spin multiplicity: 1
SMILES: CC[C@H]1SS1(=O)=O

CARTESIAN COORDINATES (ANGSTROEM)
C 1.69405 0.54054 0.17960
C 0.70889 -0.63344 0.18549
C -0.59138 -0.41503 -0.64938
S -2.10754 -1.53462 0.08320
S -1.92857 0.54536 0.11582
O -2.59949 1.27686 -0.92748
O -1.70351 1.07851 1.40195
H 1.91982 0.52844 -0.93354
H 2.55459 0.08928 0.84352
H 1.17025 1.50710 0.38282
H 0.39645 -0.88930 1.20535
H 1.11175 -1.52456 -0.21295
H -0.62532 -0.56915 -1.67439

Here are the Löwdin charges for atoms 1 to 5, given in e: atom 1 (C): -0.10, atom 2 (C): -0.34, atom 3 (C): -0.47, atom 4 (S): 0.64, atom 5 (S): 0.40


b.
The following is a quantum chemistry calculation of 2 unconnected molecules or ions with the total composition C3H6O2S2, from OMol25.

Results
Highest occupied orbital energy in eV: -8.8601
Total charge: 0
Spin multiplicity: 1
SMILES: O=C[C@]1(S)CS1.O

CARTESIAN COORDINATES (ANGSTROEM)
O 0.72956 -0.34604 1.93661
C -0.13033 -0.58758 1.14436
C 0.03770 -0.81127 -0.31212
S 1.67732 -0.78738 -0.84447
C -1.06554 -0.82795 -1.24346
S -1.00555 -2.54101 -0.58192
H -1.25258 -0.62975 1.27664
H 2.22680 0.10215 0.20896
H -2.06326 -0.39156 -1.06168
H -0.86796 -0.76376 -2.34407
O 0.81805 2.24274 0.50786
H 0.43847 2.91491 -0.06082
H 0.45733 2.42652 1.37411

Here are the Löwdin charges for atoms 1 to 5, given in e: atom 1 (O): 0.04, atom 2 (C): -0.40, atom 3 (C): -0.98, atom 4 (S): 0.78, atom 5 (C): -0.51


Least stable of them? a.


a.
The following is a quantum chemistry calculation of a molecular structure, CH2BrClFNO2S, from OMol25.

Results
Highest occupied orbital energy in eV: -10.7638
Total charge: 0
Spin multiplicity: 1

CARTESIAN COORDINATES (ANGSTROEM)
C -1.10058 -0.03076 -0.46115
N 1.31064 -0.63036 0.08096
O -0.06205 0.55752 1.76498
O 0.66269 1.89863 -0.10468
F -0.91116 -0.07308 -1.75811
S 0.30143 0.62733 0.40159
Cl -2.45612 1.11541 -0.10003
Br -1.43895 -1.80413 0.01331
H 2.01594 -0.60522 -0.78589
H 1.67815 -1.05534 0.94901

Here are the Löwdin charges for atoms 1 to 5, given in e: atom 1 (C): -1.41, atom 2 (N): -0.14, atom 3 (O): -0.30, atom 4 (O): -0.26, atom 5 (F): -0.06


b.
The following is a quantum chemistry calculation of a single CH2BrClFNO2S molecule, from OMol25.

Results
Highest occupied orbital energy in eV: -11.1862
Total charge: 0
Spin multiplicity: 1
SMILES: NS(=O)(=O)[C@](F)(Cl)Br

CARTESIAN COORDINATES (ANGSTROEM)
N 0.99924 -1.10659 0.13800
S -0.30861 -0.23241 0.72024
O -1.49872 -1.07697 0.58176
O -0.09991 0.46621 1.93166
C -0.46848 1.05684 -0.63555
F 1.08116 1.50223 -0.81451
Cl -1.48932 2.34882 -0.13092
Br -0.83044 0.22094 -2.33468
H 0.68583 -1.95746 -0.16498
H 1.92925 -1.22161 0.70899

Here are the Löwdin charges for atoms 1 to 5, given in e: atom 1 (N): -0.07, atom 2 (S): 0.51, atom 3 (O): -0.33, atom 4 (O): -0.28, atom 5 (C): -1.22


Least stable of them? b.


a.
The following is a quantum chemistry calculation of a single C3H9B molecule, from OMol25.

Results
Highest occupied orbital energy in eV: -10.7107
Total charge: 0
Spin multiplicity: 1
SMILES: BC(C)C

CARTESIAN COORDINATES (ANGSTROEM)
B -0.24330 -1.46729 -0.57950
C 0.22175 -0.01293 -0.33868
C -1.01705 0.93655 -0.40161
C 1.13660 0.24405 0.92302
H 0.14031 -2.46620 0.03157
H -1.11470 -1.72960 -1.17547
H 0.78379 0.12865 -1.35416
H -1.78541 0.41665 -0.73272
H -0.91642 1.89795 -0.87696
H -1.29431 1.05195 0.65427
H 1.77326 1.16749 0.86813
H 0.45491 0.38898 1.82882
H 1.86057 -0.55625 1.15328

Here are the Löwdin charges for atoms 1 to 5, given in e: atom 1 (B): 0.01, atom 2 (C): -0.40, atom 3 (C): -0.08, atom 4 (C): -0.10, atom 5 (H): 0.04


b.
The following is a quantum chemistry calculation of a single C3H9B molecule, from OMol25.

Results
Highest occupied orbital energy in eV: -9.9906
Total charge: 0
Spin multiplicity: 1
SMILES: CBCC

CARTESIAN COORDINATES (ANGSTROEM)
C -1.86572 0.41389 -0.24634
B -0.75769 -0.74480 -0.29935
C 0.73565 -0.56486 0.37981
C 1.62758 0.51870 0.07900
H -1.55152 1.29166 0.31176
H -2.82124 0.12813 0.25406
H -2.06041 0.76736 -1.39249
H -0.98437 -1.79776 -0.62137
H 1.29064 -1.51602 0.02584
H 0.61273 -0.62998 1.46318
H 1.38603 1.47494 0.50211
H 2.60709 0.28584 0.51276
H 1.78122 0.37292 -0.96897

Here are the Löwdin charges for atoms 1 to 5, given in e: atom 1 (C): -0.09, atom 2 (B): -0.10, atom 3 (C): -0.29, atom 4 (C): -0.18, atom 5 (H): 0.03


Least stable of them? a.